This record from the OMol25 dataset describes a structure of composition C3H5NO2 in a non-equilibrium geometry. The level of theory is wB97M-V/def2-TZVPD.

Calculated values
Energy relative to the best compared isomer or geometry (same formula, charge and spin) = 435.7 kJ/mol
LUMO = 0.841 eV
Frontier orbital gap = 0.3686 Eh

Each line ends with the natural charge from an NBO analysis.
Element x y z (Å)
O 1.819 -1.297 -0.415  -0.5200
C 1.630 -0.385 0.352  0.4390
C 0.424 0.526 0.281  -0.3518
N -0.546 0.077 -0.688  -0.7926
C -2.160 -0.285 -0.292  0.3906
O -2.409 -0.511 0.838  -0.5219
H 2.358 -0.141 1.153  0.1184
H -0.040 0.574 1.278  0.2329
H 0.797 1.535 0.046  0.2226
H -0.171 -0.581 -1.373  0.4091
H -1.702 0.487 -1.179  0.3737